# 1
60
Properties=species:S:1:pos:R:3:forces:R:3:lowdin_charge:R:1 method="wB97M-V/def2-TZVPD" total_charge=+1 de_lowest_kcal_mol=0.0 total_energy_ha=-2971.5410 s_squared=0.755 largest_force_ev_per_a=3.97 gap_ev="10.6 / 3.4" e_lumo_ev="-2.22 / -9.42" multiplicity=2
O 2.266 -1.196 3.654 0.2 -0.3 -1.0 -0.277
S 2.692 -1.765 2.398 2.2 -0.6 -2.3 0.663
O 2.201 -1.207 1.115 0.4 -0.6 2.4 -0.316
O 4.338 -1.729 2.378 -1.7 0.5 1.2 -0.302
C 5.088 -1.888 1.153 -0.3 -0.6 0.0 -0.243
C 6.386 -2.661 1.486 0.5 0.9 0.2 -0.051
C 2.643 -3.571 2.363 -0.8 0.5 0.6 -0.085
H 5.094 -0.868 0.769 1.2 -0.1 -0.2 0.122
H 4.515 -2.434 0.403 -0.2 -0.3 0.1 0.106
H 6.327 -3.632 1.978 -1.1 -0.1 -0.3 0.079
H 7.009 -2.139 2.212 0.0 0.5 -0.2 0.077
H 6.993 -2.825 0.595 -0.1 0.2 -0.1 0.081
H 3.382 -3.976 1.671 -0.3 0.4 -0.3 0.073
H 1.618 -3.871 2.145 0.1 -0.2 0.0 0.054
H 2.946 -3.885 3.362 -0.2 0.1 0.0 0.083
O -3.147 1.866 -6.273 1.2 3.0 2.3 -0.299
S -2.842 3.149 -5.585 0.1 0.3 -2.2 0.683
O -3.896 3.910 -4.938 1.1 -1.0 -0.4 -0.294
O -1.586 3.004 -4.585 0.7 -1.7 -0.7 -0.284
C -1.260 4.021 -3.642 -2.4 1.0 1.8 -0.295
C -0.084 3.884 -2.714 1.0 -0.7 -1.3 -0.065
C -1.932 4.274 -6.763 -0.2 -0.5 -0.7 -0.099
H -2.125 3.947 -2.984 -0.2 0.7 0.2 0.113
H -1.232 5.042 -4.023 -0.2 -0.2 -0.8 0.125
H -0.055 2.886 -2.276 0.1 0.2 0.3 0.067
H -0.127 4.710 -2.005 -0.4 -0.3 0.3 0.089
H 0.840 4.076 -3.258 0.2 -0.4 0.0 0.079
H -1.764 3.787 -7.724 -0.7 -0.4 0.0 0.060
H -0.893 4.463 -6.492 -0.3 0.1 0.9 0.059
H -2.468 5.203 -6.959 -0.1 -0.2 0.4 0.066
O -0.887 -3.434 2.554 -1.9 0.9 -0.6 -0.290
S -2.270 -3.147 2.183 -0.4 -1.0 -0.1 0.660
O -3.019 -2.035 2.766 1.1 -1.6 -0.3 -0.298
O -2.294 -2.908 0.588 0.3 0.2 0.6 -0.273
C -3.555 -2.556 -0.011 -1.0 0.5 -1.8 -0.273
C -3.301 -1.750 -1.305 0.5 -0.4 1.0 -0.041
C -3.272 -4.705 2.240 0.1 1.2 0.0 -0.072
H -4.219 -1.923 0.577 0.5 -0.1 0.7 0.122
H -4.154 -3.433 -0.258 0.4 -0.4 0.1 0.112
H -2.582 -2.212 -1.982 -0.1 -0.2 0.1 0.087
H -2.872 -0.816 -0.942 -0.1 0.4 -0.5 0.062
H -4.243 -1.596 -1.831 0.1 0.2 0.1 0.092
H -3.682 -4.735 3.249 0.0 -0.3 -0.1 0.076
H -2.761 -5.610 1.911 0.6 0.4 0.5 0.082
H -4.058 -4.578 1.495 -0.2 0.3 0.4 0.050
O -1.860 2.281 0.739 3.0 -1.4 0.6 -0.225
S -0.621 1.546 1.007 -1.5 0.4 -3.2 0.755
O 0.553 1.558 0.142 -2.2 0.1 1.6 -0.232
O -0.107 2.060 2.529 1.7 0.0 1.5 -0.054
C 1.271 1.896 2.917 -0.4 -1.6 -0.4 -0.178
C 1.941 3.231 2.723 -0.5 2.8 0.5 0.006
C -1.014 -0.081 1.676 0.5 0.2 -0.2 -0.063
H 1.843 1.258 2.244 -0.5 -0.6 -0.5 0.120
H 1.302 1.484 3.926 -0.3 0.5 0.1 0.155
H 2.739 3.357 3.455 0.2 -0.5 -0.1 0.119
H 1.185 3.957 3.020 0.2 0.4 0.1 0.099
H 2.246 3.528 1.719 0.0 -0.7 0.0 0.107
H -1.832 -0.011 2.393 0.3 0.1 0.1 0.090
H -0.073 -0.530 1.995 -0.1 0.0 0.4 0.061
H -1.330 -0.675 0.819 -0.1 0.2 -0.4 0.076

***

# 2
60
Properties=species:S:1:pos:R:3:forces:R:3:lowdin_charge:R:1 method="wB97M-V/def2-TZVPD" total_charge=0 de_lowest_kcal_mol=10.7 total_energy_ha=-1574.5697 s_squared=0.753 largest_force_ev_per_a=2.08 gap_ev="9.0 / 5.9" e_lumo_ev="0.28 / -2.77" multiplicity=2
Ag 24.420 -1.678 11.250 -1.2 0.9 1.3 1.098
N 27.948 -0.945 11.523 -0.1 0.9 -0.9 -0.572
O 28.555 -1.270 10.491 -0.1 -0.1 0.7 -0.013
O 28.466 -0.283 12.426 -0.1 -0.6 -0.2 -0.005
O 26.696 -1.215 11.597 0.2 -0.2 0.5 -0.170
N 21.034 -1.756 11.903 -0.2 0.9 -0.6 -0.604
O 20.659 -1.176 10.858 0.1 -0.2 0.3 -0.057
O 22.213 -2.223 11.933 -0.1 -0.7 0.3 -0.176
O 20.320 -1.829 12.899 0.1 -0.2 -0.1 -0.003
C 25.752 -5.422 13.223 -0.1 -0.2 0.1 -0.045
C 25.385 -4.340 12.233 0.1 -0.1 -0.9 -0.412
C 24.368 -4.825 11.216 -0.9 -1.1 0.0 -0.214
O 24.067 -3.865 10.225 0.7 -0.9 0.2 -0.291
C 23.108 -4.309 9.247 0.2 1.0 1.4 -0.038
N 24.877 -3.133 12.913 0.6 -0.3 -0.2 0.041
H 24.891 -5.597 13.874 0.1 -0.2 0.1 0.089
H 26.606 -5.132 13.835 -0.1 0.1 0.0 0.087
H 26.029 -6.353 12.725 -0.1 0.0 0.0 0.087
H 26.250 -4.122 11.595 0.1 0.6 0.5 0.137
H 23.436 -5.178 11.686 -0.1 0.3 0.3 0.139
H 24.769 -5.747 10.775 0.2 0.2 -0.3 0.133
H 23.039 -3.435 8.608 -0.3 -0.3 -0.4 0.086
H 22.181 -4.454 9.803 -0.3 -0.2 -0.4 0.097
H 23.418 -5.215 8.731 0.2 0.0 -0.1 0.094
H 25.580 -2.782 13.564 0.2 0.3 -0.5 0.086
H 24.125 -3.436 13.534 -0.5 0.3 -0.5 0.111
C 23.690 1.256 7.959 -0.4 0.3 -1.4 -0.063
C 23.785 -0.130 8.597 -0.6 1.8 0.8 -0.367
C 25.147 -0.701 8.351 0.5 -0.7 -0.1 -0.194
O 25.261 -1.947 9.025 -0.1 0.3 -1.3 -0.285
C 26.402 -2.699 8.632 0.1 -1.0 1.0 -0.079
N 23.633 0.070 10.081 0.9 0.5 -0.7 0.031
H 24.480 1.958 8.233 0.1 -0.2 0.3 0.089
H 22.723 1.748 8.089 0.0 -0.2 0.6 0.087
H 23.720 1.206 6.862 0.3 -0.3 0.1 0.088
H 22.904 -0.685 8.277 0.5 -0.6 -0.1 0.152
H 25.952 -0.071 8.753 -0.3 0.4 0.0 0.143
H 25.326 -0.780 7.275 -0.1 -0.3 0.0 0.142
H 26.694 -3.232 9.536 0.4 0.3 0.0 0.071
H 27.226 -2.083 8.289 0.0 0.1 0.1 0.092
H 26.188 -3.524 7.945 -0.4 0.5 -0.5 0.095
H 24.283 0.847 10.242 0.2 -0.3 0.5 0.098
H 22.736 0.523 10.257 -0.3 -0.8 0.2 0.096
C 24.195 2.049 13.987 0.5 0.8 -0.2 -0.047
C 24.765 0.694 13.618 0.1 -0.1 1.1 -0.413
C 25.387 0.072 14.871 0.3 -0.2 1.0 -0.205
O 26.355 0.877 15.513 -0.3 0.3 -0.4 -0.178
C 27.460 1.313 14.745 0.8 0.2 0.7 -0.107
N 23.708 -0.222 13.113 1.1 0.7 -0.1 0.048
H 23.473 2.012 14.803 -0.1 -0.2 -0.1 0.093
H 23.773 2.578 13.126 -0.3 -0.3 0.0 0.080
H 24.999 2.716 14.310 0.0 -0.2 0.2 0.084
H 25.593 0.813 12.917 -0.4 -0.2 -0.4 0.107
H 25.763 -0.948 14.713 0.3 0.1 -0.5 0.111
H 24.676 -0.058 15.695 -0.6 0.1 -0.4 0.134
H 28.283 0.600 14.827 -0.2 -0.2 -0.5 0.084
H 27.854 2.211 15.227 -0.3 0.1 0.0 0.090
H 27.247 1.548 13.705 0.0 -0.2 0.0 0.070
H 23.299 -0.707 13.906 -0.3 -0.2 -0.3 0.094
H 22.997 0.388 12.725 -0.3 -0.5 -0.1 0.075